C22H27N3O3 | ωB97M-V/def2-TZVPD

XYZ file:
```
55
Properties=species:S:1:pos:R:3:nbo_charge:R:1
C -3.567 -3.953 0.720 -0.621
C -4.099 -3.168 -0.473 -0.398
C -5.363 -2.369 -0.150 -0.401
C -5.173 -1.369 0.995 -0.222
N -4.041 -0.510 0.773 -0.148
N -2.921 -0.684 1.472 -0.294
C -2.071 0.234 1.015 0.108
C -0.754 0.482 1.429 -0.144
C -0.046 1.477 0.804 -0.171
C 1.353 1.733 1.254 0.668
O 1.702 1.623 2.413 -0.627
N 2.203 2.114 0.266 -0.611
C 3.621 2.300 0.506 -0.260
C 4.418 1.096 0.075 0.001
C 4.283 -0.099 0.766 -0.195
C 4.975 -1.233 0.380 -0.306
C 5.826 -1.184 -0.719 0.307
O 6.561 -2.232 -1.188 -0.494
C 6.482 -3.463 -0.510 -0.252
C 5.963 0.015 -1.420 -0.257
C 5.263 1.137 -1.028 -0.217
C -0.640 2.259 -0.219 -0.179
C -1.927 2.056 -0.626 -0.223
C -2.676 1.027 -0.023 -0.173
C -3.964 0.486 -0.129 0.452
O -5.080 0.745 -0.851 -0.491
C -4.980 1.656 -1.930 -0.057
C -4.213 1.076 -3.113 -0.643
H -2.763 -4.613 0.402 0.211
H -4.354 -4.560 1.162 0.195
H -3.171 -3.278 1.473 0.226
H -4.332 -3.856 -1.290 0.203
H -3.320 -2.490 -0.828 0.201
H -5.679 -1.825 -1.042 0.211
H -6.167 -3.051 0.131 0.207
H -4.985 -1.887 1.935 0.232
H -6.070 -0.749 1.090 0.218
H -0.309 -0.099 2.219 0.240
H 1.911 2.018 -0.694 0.396
H 3.725 2.455 1.584 0.243
H 3.958 3.195 -0.025 0.198
H 3.627 -0.141 1.623 0.228
H 4.846 -2.143 0.945 0.219
H 7.151 -4.136 -1.044 0.200
H 6.815 -3.372 0.529 0.176
H 5.466 -3.871 -0.532 0.175
H 6.626 0.039 -2.270 0.223
H 5.382 2.058 -1.581 0.208
H -0.069 3.064 -0.660 0.205
H -2.351 2.685 -1.395 0.207
H -6.018 1.853 -2.211 0.196
H -4.527 2.594 -1.589 0.175
H -4.197 1.796 -3.927 0.219
H -3.190 0.840 -2.829 0.220
H -4.696 0.165 -3.458 0.216
```

frontier orbital gap	8.301	eV

C22H27N3O4 | ωB97M-V/def2-TZVPD

XYZ file:
```
56
Properties=species:S:1:pos:R:3:nbo_charge:R:1
C -5.877 -3.062 -3.882 -0.246
O -4.999 -3.329 -2.817 -0.540
C -4.337 -4.566 -2.954 -0.153
C -3.574 -4.957 -1.686 0.663
O -3.732 -6.064 -1.204 -0.628
N -2.729 -4.053 -1.157 -0.430
C -2.342 -2.787 -1.726 -0.225
C -0.890 -2.855 -2.210 -0.441
C 0.034 -3.242 -1.046 0.098
O 0.032 -2.249 -0.032 -0.528
C 0.750 -1.109 -0.181 0.408
C 0.635 -0.194 0.870 -0.273
C 1.333 0.993 0.855 -0.183
C 2.166 1.306 -0.219 -0.181
C 2.931 2.579 -0.325 0.669
O 3.215 3.085 -1.394 -0.628
N 3.326 3.114 0.859 -0.618
C 3.949 4.411 0.942 -0.211
C 2.912 5.534 1.143 -0.439
C 2.090 5.262 2.366 0.025
C 2.535 5.621 3.634 -0.271
C 1.765 5.281 4.734 0.044
N 0.623 4.621 4.649 -0.423
C 0.195 4.282 3.445 0.036
C 0.883 4.576 2.279 -0.270
C 2.258 0.405 -1.273 -0.129
C 1.570 -0.793 -1.261 -0.335
C -0.462 -4.539 -0.397 -0.419
C -1.933 -4.414 -0.001 -0.229
H -6.658 -3.828 -3.954 0.171
H -6.332 -2.097 -3.672 0.198
H -5.341 -3.015 -4.838 0.164
H -5.062 -5.371 -3.140 0.203
H -3.634 -4.539 -3.804 0.174
H -2.419 -2.023 -0.944 0.203
H -3.011 -2.512 -2.536 0.239
H -0.792 -3.604 -2.997 0.211
H -0.601 -1.883 -2.614 0.221
H 1.060 -3.396 -1.412 0.185
H -0.016 -0.444 1.693 0.223
H 1.196 1.684 1.675 0.212
H 3.024 2.687 1.719 0.401
H 4.665 4.406 1.768 0.197
H 4.477 4.575 -0.001 0.238
H 2.272 5.573 0.261 0.225
H 3.441 6.483 1.239 0.221
H 3.464 6.158 3.759 0.217
H 2.077 5.546 5.736 0.193
H -0.745 3.746 3.418 0.193
H 0.489 4.280 1.318 0.222
H 2.887 0.662 -2.112 0.236
H 1.682 -1.465 -2.097 0.220
H -0.342 -5.357 -1.108 0.215
H 0.137 -4.751 0.488 0.223
H -2.042 -3.637 0.760 0.200
H -2.309 -5.363 0.384 0.251
```

frontier orbital gap	9.444	eV

C22H27N3O4 | ωB97M-V/def2-TZVPD

XYZ file:
```
56
Properties=species:S:1:pos:R:3:nbo_charge:R:1
C 3.376 6.347 0.344 -0.246
O 2.328 5.677 0.997 -0.544
C 1.317 6.550 1.448 -0.154
C 0.308 5.816 2.333 0.665
O 0.059 6.234 3.447 -0.622
N -0.318 4.744 1.808 -0.431
C -0.069 4.134 0.525 -0.212
C 0.611 2.777 0.711 -0.442
C -0.262 1.874 1.590 0.103
O 0.394 0.655 1.902 -0.492
C 0.465 -0.344 0.987 0.322
C 1.200 -1.464 1.388 -0.264
C 1.322 -2.561 0.565 -0.169
C 0.719 -2.567 -0.692 -0.190
C 0.780 -3.716 -1.633 0.681
O 0.740 -3.578 -2.840 -0.622
N 0.882 -4.942 -1.043 -0.624
C 0.610 -6.139 -1.800 -0.216
C -0.867 -6.564 -1.664 -0.436
C -1.743 -5.401 -2.023 0.028
C -2.182 -4.510 -1.050 -0.266
C -2.894 -3.388 -1.441 0.039
N -3.189 -3.115 -2.700 -0.428
C -2.782 -3.967 -3.625 0.049
C -2.061 -5.116 -3.345 -0.249
C 0.008 -1.444 -1.097 -0.147
C -0.128 -0.344 -0.273 -0.272
C -0.545 2.581 2.917 -0.419
C -1.179 3.946 2.658 -0.226
H 3.864 7.067 1.011 0.172
H 4.093 5.585 0.045 0.198
H 3.016 6.880 -0.545 0.165
H 1.748 7.353 2.062 0.202
H 0.792 7.015 0.596 0.177
H 0.560 4.774 -0.087 0.233
H -1.035 3.997 0.020 0.187
H 0.791 2.313 -0.259 0.219
H 1.573 2.926 1.203 0.224
H -1.218 1.667 1.085 0.171
H 1.668 -1.442 2.360 0.226
H 1.918 -3.400 0.892 0.211
H 0.752 -4.999 -0.045 0.389
H 0.831 -5.901 -2.842 0.236
H 1.268 -6.944 -1.461 0.200
H -1.061 -6.878 -0.635 0.206
H -1.051 -7.409 -2.329 0.223
H -1.969 -4.680 -0.004 0.212
H -3.239 -2.667 -0.711 0.191
H -3.041 -3.708 -4.643 0.191
H -1.739 -5.769 -4.141 0.216
H -0.448 -1.450 -2.076 0.240
H -0.699 0.500 -0.626 0.212
H -1.206 1.968 3.529 0.221
H 0.397 2.708 3.451 0.217
H -1.318 4.490 3.594 0.256
H -2.149 3.825 2.164 0.188
```

frontier orbital gap	9.284	eV

C22H27N5O2S | ωB97M-V/def2-TZVPD

XYZ file:
```
57
Properties=species:S:1:pos:R:3:nbo_charge:R:1
C 3.672 3.401 2.962 -0.602
C 2.465 3.018 2.109 -0.219
C 2.861 1.980 1.061 -0.619
C 1.344 2.490 3.013 -0.222
N 0.091 2.379 2.306 -0.631
C -1.030 2.994 2.699 0.660
O -1.146 3.666 3.702 -0.626
C -2.204 2.785 1.737 -0.608
S -3.017 1.174 1.943 0.282
C -2.057 0.141 0.900 0.330
N -1.003 0.654 0.362 -0.542
C -0.281 -0.137 -0.471 0.359
N 0.815 0.165 -1.092 -0.308
N 1.167 -0.950 -1.822 -0.272
C 2.336 -0.896 -2.588 0.218
C 2.766 -1.988 -3.336 -0.265
C 3.930 -1.892 -4.077 -0.196
C 4.671 -0.723 -4.082 -0.235
C 4.240 0.363 -3.337 -0.188
C 3.080 0.283 -2.593 -0.264
C 0.283 -2.006 -1.681 0.629
O 0.345 -3.106 -2.206 -0.629
C -0.719 -1.487 -0.754 -0.280
C -1.833 -1.977 -0.159 0.360
N -2.499 -1.149 0.717 -0.413
C -3.719 -1.632 1.330 -0.221
C -4.886 -1.584 0.340 -0.411
C -4.483 -2.081 -1.049 -0.405
C -3.747 -3.422 -1.024 -0.397
C -2.332 -3.362 -0.405 -0.485
H 4.043 2.533 3.503 0.201
H 3.406 4.169 3.684 0.209
H 4.473 3.782 2.334 0.210
H 2.094 3.914 1.600 0.198
H 3.648 2.374 0.423 0.210
H 2.022 1.700 0.429 0.223
H 3.239 1.081 1.546 0.200
H 1.173 3.174 3.848 0.231
H 1.628 1.510 3.414 0.186
H 0.068 1.826 1.454 0.431
H -1.891 2.856 0.697 0.259
H -2.981 3.514 1.967 0.259
H 2.193 -2.900 -3.336 0.255
H 4.258 -2.743 -4.655 0.212
H 5.579 -0.658 -4.663 0.210
H 4.811 1.279 -3.335 0.210
H 2.733 1.121 -2.011 0.240
H -3.550 -2.657 1.666 0.214
H -3.939 -1.022 2.208 0.237
H -5.252 -0.559 0.260 0.219
H -5.694 -2.199 0.737 0.214
H -5.386 -2.188 -1.653 0.225
H -3.855 -1.336 -1.543 0.204
H -3.655 -3.769 -2.053 0.226
H -4.354 -4.152 -0.486 0.207
H -2.306 -3.915 0.538 0.227
H -1.613 -3.834 -1.076 0.280
```

frontier orbital gap	7.672	eV

C22H27NO10 | ωB97M-V/def2-TZVPD

XYZ file:
```
60
Properties=species:S:1:pos:R:3:nbo_charge:R:1
C 5.983 1.218 1.056 -0.724
C 5.025 1.607 -0.028 0.817
O 5.166 1.380 -1.199 -0.613
O 3.950 2.235 0.487 -0.517
C 2.868 2.526 -0.383 -0.097
C 1.634 1.715 0.033 0.068
O 0.646 1.954 -0.955 -0.509
C -0.526 1.235 -0.791 0.365
O -1.190 1.622 0.414 -0.556
C -2.307 2.382 0.312 0.815
C -2.842 2.709 1.675 -0.726
O -2.796 2.708 -0.730 -0.582
C -0.305 -0.293 -0.730 -0.117
N -1.552 -0.977 -0.531 -0.630
C -2.187 -1.641 -1.532 0.699
O -1.701 -1.806 -2.625 -0.609
C -3.557 -2.164 -1.118 -0.541
C -4.370 -1.071 -0.483 0.063
C -4.802 0.004 -1.253 -0.227
C -5.525 1.033 -0.682 -0.184
C -5.830 1.001 0.669 -0.234
C -5.401 -0.062 1.446 -0.202
C -4.669 -1.089 0.874 -0.270
C 0.686 -0.586 0.394 0.068
O 1.002 -1.970 0.403 -0.513
C 1.447 -2.477 1.571 0.816
C 1.934 -3.881 1.385 -0.721
O 1.449 -1.856 2.599 -0.600
C 1.970 0.223 0.151 0.027
O 2.576 -0.229 -1.051 -0.525
C 3.625 -1.062 -0.948 0.836
C 4.153 -1.414 -2.303 -0.723
O 4.074 -1.437 0.105 -0.628
H 5.824 1.823 1.942 0.233
H 7.005 1.305 0.699 0.238
H 5.792 0.172 1.296 0.264
H 2.648 3.593 -0.316 0.200
H 3.137 2.266 -1.412 0.229
H 1.276 2.053 1.016 0.191
H -1.166 1.502 -1.643 0.221
H -3.135 3.755 1.705 0.242
H -2.102 2.494 2.439 0.231
H -3.732 2.104 1.844 0.254
H 0.106 -0.635 -1.685 0.264
H -2.041 -0.806 0.335 0.407
H -4.049 -2.544 -2.015 0.246
H -3.415 -2.993 -0.421 0.232
H -4.564 0.028 -2.306 0.220
H -5.849 1.864 -1.290 0.223
H -6.403 1.801 1.114 0.217
H -5.636 -0.095 2.500 0.215
H -4.341 -1.918 1.486 0.212
H 0.261 -0.306 1.368 0.223
H 1.860 -4.430 2.319 0.236
H 2.982 -3.820 1.093 0.258
H 1.379 -4.373 0.592 0.235
H 2.664 0.056 0.986 0.245
H 4.732 -2.330 -2.250 0.233
H 3.337 -1.503 -3.013 0.238
H 4.802 -0.597 -2.617 0.269
```

frontier orbital gap	9.908	eV

C22H27NO3P2Pb | ωB97M-V/def2-TZVPD

XYZ file:
```
56
Properties=species:S:1:pos:R:3:nbo_charge:R:1
C 0.114 1.453 -3.878 -0.199
C 0.068 1.413 -2.503 -0.008
C -0.885 0.532 -1.910 0.097
C -1.569 -0.428 -2.692 0.033
C -1.493 -0.348 -4.089 -0.178
C -0.670 0.622 -4.674 -0.145
C -2.287 -1.527 -1.947 -0.475
C -2.798 -1.059 -0.609 0.015
C -2.050 -0.065 0.063 0.064
C -2.346 0.284 1.416 0.070
C -3.512 -0.215 1.956 -0.235
C -4.344 -1.076 1.238 -0.153
C -3.987 -1.520 -0.033 -0.187
H 0.820 2.159 -4.333 0.227
H -2.070 -1.047 -4.697 0.240
H -0.641 0.728 -5.755 0.245
H -3.084 -1.951 -2.553 0.255
H -3.776 0.095 2.968 0.229
H -5.293 -1.377 1.668 0.244
H -4.626 -2.198 -0.604 0.240
N -1.066 0.636 -0.563 -0.455
Pb 1.541 -0.742 0.632 0.757
C 1.028 2.223 -1.614 -0.733
H 0.454 2.709 -0.807 0.272
H 1.529 2.998 -2.219 0.270
C -1.446 1.257 2.186 -0.752
H -1.276 2.159 1.572 0.270
H -1.954 1.592 3.102 0.265
P 2.400 1.342 -0.771 1.001
P 0.247 0.681 2.664 0.959
C 0.052 -0.441 4.096 -0.962
H 1.048 -0.804 4.400 0.252
H -0.428 0.006 4.982 0.278
H -0.535 -1.326 3.806 0.262
C 1.190 2.148 3.255 -0.950
H 0.833 2.572 4.214 0.279
H 2.246 1.854 3.388 0.250
H 1.179 2.957 2.502 0.255
C 3.379 0.566 -2.081 -0.976
H 3.654 1.285 -2.867 0.276
H 4.298 0.129 -1.662 0.263
H 2.798 -0.255 -2.524 0.286
C 3.473 2.528 0.102 -0.955
H 4.186 1.975 0.734 0.261
H 4.054 3.167 -0.585 0.285
H 2.891 3.178 0.774 0.264
C 3.467 -1.307 1.948 0.523
O 4.315 -1.811 2.547 -0.334
H -1.561 -2.363 -1.781 0.252
C 0.046 -3.724 1.009 -0.254
O 0.300 -3.581 -0.460 -0.496
C 0.954 -2.504 -0.940 0.595
O 1.162 -2.291 -2.127 -0.516
H 0.975 -3.491 1.550 0.180
H -0.248 -4.766 1.206 0.254
H -0.758 -3.029 1.300 0.200
```

frontier orbital gap (alpha / beta)	5.489 / 5.894	eV
net charge	+2

C22H28BiO2P2 | ωB97M-V/def2-TZVPD

XYZ file:
```
55
Properties=species:S:1:pos:R:3:nbo_charge:R:1
Bi -0.091 0.106 0.042 0.918
H 1.116 3.215 0.153 0.020
H 1.114 3.154 -0.587 -0.017
P -0.282 -0.237 -2.536 1.068
C 1.036 -1.167 -3.220 -0.988
H 0.764 -1.332 -4.280 0.246
H 1.983 -0.615 -3.176 0.267
H 1.181 -2.139 -2.736 0.273
C -1.807 -1.096 -2.822 -0.972
H -2.675 -0.535 -2.452 0.276
H -1.878 -1.193 -3.921 0.239
H -1.823 -2.097 -2.374 0.267
C -0.363 1.340 -3.292 -0.989
H 0.593 1.875 -3.225 0.268
H -0.587 1.143 -4.354 0.251
H -1.152 1.980 -2.875 0.278
C 1.898 -0.532 0.013 0.393
O 3.067 -0.853 0.060 -0.451
H -1.667 0.607 -0.016 -0.347
H -0.430 -1.649 0.162 -0.130
O 0.497 0.473 2.115 -1.160
P 0.136 -0.153 3.445 1.925
C -1.407 -1.135 3.497 -0.370
C -2.358 -1.307 2.473 -0.206
C -3.504 -2.058 2.623 -0.208
C -3.770 -2.685 3.834 -0.163
C -2.865 -2.549 4.886 -0.217
C -1.708 -1.790 4.718 -0.185
C 1.560 -1.198 3.834 -0.357
C 2.381 -0.932 4.943 -0.194
C 3.480 -1.736 5.238 -0.210
C 3.792 -2.819 4.425 -0.177
C 2.996 -3.100 3.317 -0.196
C 1.897 -2.299 3.021 -0.219
C 0.053 1.290 4.503 -0.475
C -1.079 1.584 5.295 -0.104
C -1.113 2.697 6.133 -0.235
C -0.025 3.561 6.199 -0.168
C 1.103 3.309 5.419 -0.215
C 1.139 2.196 4.579 -0.161
H -2.190 -0.810 1.482 0.223
H -4.220 -2.160 1.790 0.231
H -4.680 -3.278 3.964 0.232
H -3.067 -3.036 5.847 0.235
H -1.010 -1.690 5.559 0.225
H 2.150 -0.083 5.602 0.230
H 4.101 -1.510 6.116 0.232
H 4.658 -3.451 4.658 0.231
H 3.241 -3.960 2.673 0.229
H 1.279 -2.536 2.140 0.216
H -1.949 0.914 5.257 0.215
H -2.006 2.892 6.744 0.231
H -0.054 4.435 6.860 0.231
H 1.964 3.990 5.469 0.232
H 2.039 2.013 3.972 0.229
```

frontier orbital gap	6.540	eV
net charge	+1

C22H28Cl4NO3 | ωB97M-V/def2-TZVPD

XYZ file:
```
58
Properties=species:S:1:pos:R:3:nbo_charge:R:1
C 2.187 -2.609 2.471 -0.733
C 1.716 -3.006 0.989 0.782
O 0.498 -3.182 0.733 -0.521
O 2.695 -3.114 -0.039 -0.564
C 2.400 -2.238 -1.162 -0.088
C 2.784 -0.706 -0.917 -0.432
C 1.722 0.131 -0.055 -0.413
C 0.226 0.146 -0.643 -0.437
C -0.909 -0.028 0.514 -0.404
C -2.387 -0.235 -0.096 -0.421
C -2.536 -1.667 -0.863 -0.432
C -3.315 -2.788 0.006 -0.268
N -3.196 -4.079 -0.768 -0.598
O -1.996 -4.685 -0.386 -0.666
H 3.047 -1.847 2.480 0.222
H 2.497 -3.559 3.018 0.239
H 1.293 -2.070 2.960 0.251
H 1.321 -2.381 -1.554 0.217
H 3.071 -2.606 -2.029 0.186
H 3.787 -0.658 -0.341 0.203
H 2.964 -0.192 -1.921 0.212
H 1.685 -0.183 1.049 0.201
H 2.102 1.226 -0.053 0.196
H 0.049 -0.556 -1.516 0.209
H 0.053 1.224 -1.052 0.206
H -0.620 -0.792 1.311 0.209
H -0.927 1.002 1.050 0.177
H -3.220 -0.111 0.694 0.196
H -2.589 0.571 -0.901 0.177
H -3.122 -1.493 -1.843 0.183
H -1.478 -2.036 -1.133 0.186
H -2.812 -2.884 1.049 0.139
H -4.415 -2.525 0.173 0.153
H -1.350 -4.677 -1.131 0.406
Cl -0.290 0.305 -3.852 0.064
C -0.228 1.882 -4.536 -0.112
C 0.225 2.998 -3.824 0.043
Cl 0.787 2.924 -2.182 0.024
C 0.239 4.248 -4.444 -0.252
C -0.191 4.387 -5.759 -0.215
C -0.635 3.277 -6.465 -0.212
C -0.654 2.029 -5.855 -0.204
H 0.586 5.121 -3.901 0.226
H -0.178 5.364 -6.232 0.214
H -0.968 3.384 -7.492 0.215
H -1.004 1.167 -6.413 0.232
Cl -1.522 3.100 3.220 0.037
C -0.603 2.080 4.268 -0.065
C 0.770 1.895 4.112 -0.056
Cl 1.671 2.678 2.864 0.029
C 1.459 1.053 4.983 -0.226
C 0.782 0.400 6.008 -0.196
C -0.586 0.589 6.167 -0.207
C -1.277 1.427 5.298 -0.208
H 2.527 0.902 4.866 0.228
H 1.323 -0.256 6.682 0.216
H -1.116 0.083 6.967 0.219
H -2.345 1.569 5.428 0.233
```

frontier orbital gap	2.715	eV
net charge	-1